#w
The following is a quantum chemistry calculation of 3 unconnected molecules or ions with the total composition C4H17N2O2, from the OMol25 dataset.

HOMO-LUMO gap   10.04 eV
Total charge   +1
Lowest unoccupied orbital energy   -2.942 eV

Last column: Löwdin charge in e.
CARTESIAN COORDINATES (ANGSTROEM)
1 N 0.131 -0.239 -1.262  0.16
2 C 0.454 1.222 -1.389  -0.08
3 C 0.376 1.933 0.017  -0.16
4 N 0.105 0.960 1.082  -0.29
5 C -1.186 1.231 1.696  -0.10
6 C 1.191 0.868 2.084  -0.05
7 H 0.940 -0.846 -1.331  0.16
8 H -0.638 -0.485 -1.880  0.12
9 H -0.230 -0.354 -0.296  0.13
10 H -0.187 1.615 -2.168  0.13
11 H 1.489 1.286 -1.699  0.12
12 H -0.323 2.756 -0.118  0.12
13 H 1.371 2.334 0.182  0.11
14 H -1.146 2.056 2.416  0.09
15 H -1.580 0.388 2.269  0.09
16 H -1.977 1.516 1.006  0.09
17 H 0.834 1.181 3.062  0.09
18 H 2.054 1.451 1.781  0.08
19 H 1.539 -0.165 2.126  0.08
20 H -0.660 -3.142 -2.596  0.05
21 H -1.863 -2.479 -2.151  0.07
22 O -1.032 -2.251 -2.595  -0.06
23 H -0.034 -3.251 0.620  0.05
24 H 0.386 -4.223 -0.522  0.06
25 O -0.014 -3.364 -0.334  -0.05



#x
The following is a quantum chemistry calculation of 3 unconnected molecules or ions with the total composition C4H17N2O2, from the OMol25 dataset.

HOMO-LUMO gap   10.73 eV
Total charge   +1
Lowest unoccupied orbital energy   -2.627 eV

Last column: Löwdin charge in e.
CARTESIAN COORDINATES (ANGSTROEM)
1 N -0.469 2.424 0.448  0.05
2 C 0.727 1.933 1.097  -0.17
3 C 0.424 0.421 1.721  -0.11
4 N -0.125 -0.420 0.592  -0.04
5 C 0.769 -0.914 -0.526  -0.20
6 C -0.060 -1.532 -1.675  -0.06
7 H -0.937 0.027 0.075  0.16
8 H -0.427 2.665 -0.420  -0.03
9 H -1.028 3.101 0.804  0.06
10 H 1.405 1.624 0.210  0.12
11 H 1.223 2.490 1.881  0.11
12 H -0.431 0.390 2.537  0.15
13 H 1.306 -0.055 2.332  0.15
14 H -0.750 -1.171 1.160  0.19
15 H 1.484 -1.651 -0.127  0.13
16 H 1.380 -0.039 -0.876  0.10
17 H -0.278 -2.646 -1.481  0.10
18 H -0.970 -0.786 -1.760  0.11
19 H 0.405 -1.384 -2.608  0.06
20 H -0.439 1.558 -1.960  -0.01
21 H 0.706 2.357 -2.587  0.09
22 O 0.459 1.542 -2.114  -0.02
23 H -1.392 -3.752 1.574  0.04
24 H -1.488 -3.562 0.069  0.04
25 O -1.305 -3.122 0.888  -0.02



#w is the most stable structure; the next one sits 28.3 kcal/mol above it.



#w
The following is a quantum chemistry calculation of a molecular structure, C5H7N2, from the OMol25 dataset.

HOMO-LUMO gap   8.81 eV
Total charge   +1
Lowest unoccupied orbital energy   -5.257 eV

Last column: Löwdin charge in e.
CARTESIAN COORDINATES (ANGSTROEM)
1 C 0.463 -0.388 -0.625  -0.16
2 C 1.587 -1.037 -0.034  0.07
3 C -0.027 1.311 0.381  0.03
4 C -0.870 0.317 0.055  -0.15
5 C -2.243 -0.143 0.093  -0.04
6 N 1.170 0.853 -0.299  0.00
7 N 2.229 0.079 0.292  0.21
8 H 0.228 -0.582 -1.783  0.23
9 H 2.128 -2.056 0.094  0.18
10 H 3.028 0.353 0.750  0.15
11 H -0.054 2.128 0.983  0.10
12 H -2.869 0.380 -0.768  0.15
13 H -2.736 0.058 1.026  0.08
14 H -2.034 -1.275 -0.164  0.14



#x
The following is a quantum chemistry calculation of 2 unconnected molecules or ions with the total composition C5H7N2, from the OMol25 dataset.

HOMO-LUMO gap   9.60 eV
Total charge   +1
Lowest unoccupied orbital energy   -4.964 eV

Last column: Löwdin charge in e.
CARTESIAN COORDINATES (ANGSTROEM)
1 C 1.004 -0.700 -0.393  0.13
2 C 1.362 1.565 0.630  -0.01
3 C -0.171 -0.774 0.367  -0.18
4 C -0.852 -0.671 1.613  0.03
5 C -0.863 -0.299 -2.103  0.06
6 N -0.169 -0.654 -0.945  -0.03
7 N 2.405 1.998 0.916  0.15
8 H -1.924 -1.125 1.606  0.15
9 H -0.766 0.478 1.543  0.13
10 H -0.354 -1.000 2.486  0.09
11 H -1.353 -1.242 -2.365  0.14
12 H -1.513 0.417 -1.770  0.10
13 H -0.106 -0.235 -2.862  0.13
14 H 3.301 2.242 1.276  0.10



#y
The following is a quantum chemistry calculation of a molecular structure, C5H7N2, from the OMol25 dataset.

HOMO-LUMO gap   9.11 eV
Total charge   +1
Lowest unoccupied orbital energy   -6.262 eV

Last column: Löwdin charge in e.
CARTESIAN COORDINATES (ANGSTROEM)
1 C -1.224 -0.482 -1.381  -0.06
2 C 0.345 0.918 -2.023  -0.15
3 C -0.592 -0.364 -0.230  -0.02
4 C -0.462 -0.674 1.027  -0.03
5 C 0.576 -0.369 1.975  -0.04
6 N -0.762 0.282 -2.336  0.12
7 N 0.816 0.699 -0.845  0.22
8 H -2.225 -0.988 -1.548  0.19
9 H 0.700 1.645 -2.718  0.15
10 H -1.344 -1.124 1.468  0.16
11 H 1.199 0.421 1.502  0.08
12 H 1.207 -1.162 2.321  0.10
13 H 0.291 0.040 3.009  0.15
14 H 1.476 1.157 -0.220  0.13



#y is the most stable structure; the next one sits 54.3 kcal/mol above it.



#w
The following is a quantum chemistry calculation of a gas-phase ion, C5H7N2 (charge +1), from the OMol25 dataset.

HOMO-LUMO gap (alpha / beta)   9.74 / 9.74 eV
Total charge   +1
SMILES string   C[C@@H]1C#[N+]CC=N1
Lowest unoccupied orbital energy (alpha / beta)   -5.614 / -5.614 eV

Last column: Löwdin charge in e.
CARTESIAN COORDINATES (ANGSTROEM)
1 C -0.423 1.332 -0.215  0.13
2 C -1.147 -1.168 -0.191  0.02
3 C -2.443 0.105 -0.011  -0.02
4 C 0.718 0.454 -0.602  -0.27
5 C 2.096 0.398 0.056  -0.03
6 N 0.005 -0.862 -0.443  0.12
7 N -1.569 1.148 -0.083  0.11
8 H -1.546 -2.235 -0.198  0.16
9 H -3.189 0.186 -0.937  0.18
10 H -2.941 0.122 0.917  0.10
11 H 0.962 0.756 -1.724  0.21
12 H 2.797 -0.357 -0.467  0.14
13 H 2.202 0.167 1.094  0.08
14 H 2.376 1.389 0.036  0.06



#x
The following is a quantum chemistry calculation of a gas-phase ion, C5H7N2 (charge +1), from the OMol25 dataset.

HOMO-LUMO gap   8.14 eV
Total charge   +1
SMILES string   [H]/N=C\C1=C2[C@H]1[C@H]2[NH3+]
Lowest unoccupied orbital energy   -5.725 eV

Last column: Löwdin charge in e.
CARTESIAN COORDINATES (ANGSTROEM)
1 C -1.749 0.380 0.371  -0.06
2 C -0.809 1.074 -0.416  0.06
3 C -2.877 -0.438 0.043  -0.15
4 C -0.521 -0.402 0.249  -0.01
5 C 0.362 0.736 0.435  -0.28
6 N -4.015 0.185 -0.288  0.18
7 N 1.558 0.970 -0.421  0.20
8 H -3.093 -1.422 0.450  0.13
9 H -0.462 -1.338 -0.290  0.15
10 H 0.583 1.110 1.460  0.18
11 H -3.761 1.166 -0.427  0.06
12 H 0.929 1.504 -1.123  0.18
13 H 2.158 0.164 -0.717  0.20
14 H 2.276 1.537 0.003  0.16



#y
The following is a quantum chemistry calculation of a molecular structure, C5H7N2, from the OMol25 dataset.

HOMO-LUMO gap (alpha / beta)   7.79 / 7.21 eV
Total charge   +1
Lowest unoccupied orbital energy (alpha / beta)   -6.699 / -7.095 eV

Last column: Löwdin charge in e.
CARTESIAN COORDINATES (ANGSTROEM)
1 C 2.546 0.065 0.001  0.02
2 C 1.552 -1.054 0.020  0.12
3 C -1.525 -1.143 -0.029  0.19
4 C -0.750 -0.032 -0.014  -0.30
5 C -1.268 1.361 0.004  -0.01
6 N 1.634 0.961 -0.025  0.22
7 N 0.606 -0.153 -0.002  0.01
8 H 3.614 0.166 0.006  0.13
9 H 1.516 -2.130 0.039  0.14
10 H -1.122 -2.142 -0.037  0.09
11 H -2.599 -1.052 -0.035  0.10
12 H -1.407 1.690 1.035  0.11
13 H -2.230 1.420 -0.495  0.10
14 H -0.567 2.045 -0.467  0.08



#z
The following is a quantum chemistry calculation of a gas-phase ion, C5H7N2 (charge +1), from the OMol25 dataset.

HOMO-LUMO gap   7.72 eV
Total charge   +1
SMILES string   C1=CN=C[NH+]=CC1
Lowest unoccupied orbital energy   -5.954 eV

Last column: Löwdin charge in e.
CARTESIAN COORDINATES (ANGSTROEM)
1 C -0.486 1.517 -1.273  -0.12
2 C 1.686 0.835 -0.284  -0.12
3 C -0.835 -0.516 0.245  -0.05
4 C -1.308 0.554 -0.883  0.02
5 C 0.431 -0.807 1.020  0.08
6 N 0.853 1.395 -1.019  0.11
7 N 1.532 -0.138 0.799  0.14
8 H -0.785 2.275 -1.889  0.10
9 H 2.723 1.071 -0.654  0.16
10 H -1.558 -0.610 0.991  0.09
11 H -1.160 -1.464 -0.367  0.18
12 H -2.244 0.571 -1.354  0.10
13 H 0.484 -1.651 1.550  0.11
14 H 2.454 -0.549 1.132  0.21



#z is the most stable structure; the next one sits 15.5 kcal/mol above it.



#w
The following is a quantum chemistry calculation of a molecular structure, C5H7N2, from the OMol25 dataset.

HOMO-LUMO gap   8.14 eV
Total charge   +1
Lowest unoccupied orbital energy   -4.848 eV

Last column: Löwdin charge in e.
CARTESIAN COORDINATES (ANGSTROEM)
1 C 2.062 0.269 0.011  -0.11
2 C 1.773 -0.984 -0.049  0.22
3 C -0.249 0.647 -0.081  -0.32
4 C -1.313 1.434 -0.082  0.13
5 C -1.029 -1.744 0.104  0.14
6 N 1.015 1.182 0.062  0.05
7 N -0.183 -0.804 -0.016  0.06
8 H 3.015 0.813 0.330  0.18
9 H 1.828 -1.993 -0.161  0.07
10 H -2.252 0.947 -0.118  0.06
11 H -1.543 2.487 -0.115  0.09
12 H -2.079 -1.565 0.057  0.11
13 H -0.618 -2.792 0.075  0.13
14 H 1.172 2.191 0.209  0.18



#x
The following is a quantum chemistry calculation of a gas-phase ion, C5H7N2 (charge +1), from the OMol25 dataset.

HOMO-LUMO gap   9.75 eV
Total charge   +1
SMILES string   Cc1c[nH][n+]2c1C2
Lowest unoccupied orbital energy   -5.300 eV

Last column: Löwdin charge in e.
CARTESIAN COORDINATES (ANGSTROEM)
1 C 0.061 -1.321 -0.017  0.06
2 C 0.639 -0.025 0.183  -0.20
3 C -0.393 0.842 0.342  0.09
4 C -1.609 1.309 -0.259  0.00
5 C 2.086 0.271 0.226  -0.01
6 N -1.253 -1.229 -0.067  0.07
7 N -1.749 -0.057 0.316  0.05
8 H 0.587 -2.243 -0.215  0.16
9 H -2.259 1.981 0.293  0.14
10 H -1.603 1.486 -1.336  0.14
11 H 2.563 -0.057 -0.698  0.10
12 H 2.261 1.334 0.361  0.10
13 H 2.561 -0.274 1.040  0.10
14 H -1.892 -2.017 -0.169  0.20



#x is the most stable structure; the next one sits 1.9 kcal/mol above it.



#w
The following is a quantum chemistry calculation of 2 unconnected molecules or ions with the total composition CHBrNO2, from the OMol25 dataset.

HOMO-LUMO gap   8.41 eV
Total charge   -1
Lowest unoccupied orbital energy   3.847 eV

Last column: Löwdin charge in e.
CARTESIAN COORDINATES (ANGSTROEM)
1 C 0.835 0.932 -0.040  -0.38
2 N 1.052 -0.231 0.124  0.00
3 O 0.957 2.096 -0.056  0.10
4 O 0.351 -1.383 0.022  -0.14
5 Br -2.550 -0.253 -0.031  -0.44
6 H -0.645 -1.161 -0.019  -0.14



#x
The following is a quantum chemistry calculation of a gas-phase ion, CHBrNO2 (charge -1), from the OMol25 dataset.

HOMO-LUMO gap   6.71 eV
Total charge   -1
SMILES string   [O-][N+]([O-])=CBr
Lowest unoccupied orbital energy   3.586 eV

Last column: Löwdin charge in e.
CARTESIAN COORDINATES (ANGSTROEM)
1 C -0.152 -0.464 0.520  -0.65
2 N -0.783 0.230 1.436  -0.62
3 O -0.955 1.461 1.187  -0.15
4 O -1.193 -0.296 2.499  -0.16
5 Br 0.162 -2.307 0.784  0.55
6 H 0.202 -0.022 -0.389  0.03



#y
The following is a quantum chemistry calculation of a gas-phase ion, CHBrNO2 (charge -1), from the OMol25 dataset.

HOMO-LUMO gap   7.78 eV
Total charge   -1
SMILES string   O=C([O-])NBr
Lowest unoccupied orbital energy   3.725 eV

Last column: Löwdin charge in e.
CARTESIAN COORDINATES (ANGSTROEM)
1 C -0.229 -0.926 -0.227  -0.81
2 N -0.120 0.639 0.511  -0.45
3 O -1.407 -1.132 -0.295  -0.02
4 O 0.847 -1.421 -0.421  -0.05
5 Br 1.573 1.464 0.253  0.40
6 H -0.664 1.377 0.178  -0.09



#y is the most stable structure; the next one sits 4.2 kcal/mol above it.



#w
The following is a quantum chemistry calculation of a single C10H16O2 molecule, from the OMol25 dataset.

HOMO-LUMO gap   10.12 eV
SMILES string   C=C(C)[C@@]1(C)C=C[C@H](C)O[C@@H]1O
Lowest unoccupied orbital energy   0.836 eV

Last column: Löwdin charge in e.
CARTESIAN COORDINATES (ANGSTROEM)
1 C 0.415 1.232 0.528  -0.08
2 C 0.840 1.686 -0.665  -0.03
3 C -0.728 -0.538 -0.765  -0.36
4 C -0.129 -0.145 0.678  -0.34
5 C 0.921 0.931 -1.953  -0.29
6 C 0.750 -1.215 1.491  -0.26
7 C -1.350 0.086 1.531  -0.05
8 C 0.468 1.732 -3.258  -0.02
9 C 0.098 -2.507 1.804  -0.05
10 C 1.967 -0.774 1.880  0.06
11 O 0.133 -0.306 -1.857  -0.06
12 O -1.960 0.004 -1.041  0.04
13 H 0.379 1.959 1.409  0.15
14 H 1.116 2.739 -0.814  0.12
15 H -0.872 -1.632 -1.013  0.18
16 H -1.049 0.269 2.472  0.07
17 H -2.082 -0.621 1.509  0.07
18 H -1.839 0.945 1.184  0.08
19 H 0.662 1.167 -4.142  0.07
20 H 0.992 2.673 -3.294  0.07
21 H -0.555 1.999 -3.365  0.06
22 H 0.345 -3.132 0.928  0.10
23 H -0.940 -2.547 1.935  0.06
24 H 0.412 -3.057 2.641  0.06
25 H 1.939 0.727 -2.132  0.12
26 H 2.561 -1.451 2.486  0.06
27 H 2.288 0.262 1.497  0.09
28 H -1.804 0.942 -0.958  0.09



#x
The following is a quantum chemistry calculation of 2 unconnected molecules or ions with the total composition C10H16O2, from the OMol25 dataset.

HOMO-LUMO gap   9.34 eV
SMILES string   CCc1ccc(O)cc1.CCO
Lowest unoccupied orbital energy   0.733 eV

Last column: Löwdin charge in e.
CARTESIAN COORDINATES (ANGSTROEM)
1 C 1.681 -0.223 1.768  -0.32
2 C 2.852 -0.397 2.717  -0.09
3 O 1.753 1.098 1.214  -0.09
4 H 1.724 -0.952 0.952  0.11
5 H 0.746 -0.332 2.326  0.11
6 H 2.773 -1.347 3.247  0.07
7 H 0.884 1.247 0.824  0.02
8 H 2.845 0.415 3.441  0.08
9 H 3.773 -0.401 2.135  0.07
10 C 0.415 1.249 -1.694  -0.21
11 C -0.274 2.102 -2.760  -0.09
12 C -0.502 0.262 -0.998  -0.27
13 C -0.584 -1.070 -1.402  -0.03
14 C -1.312 0.673 0.057  -0.06
15 C -1.437 -1.958 -0.761  -0.02
16 C -2.178 -0.204 0.699  -0.01
17 C -2.242 -1.528 0.293  -0.33
18 O -3.077 -2.375 0.944  0.06
19 H 1.212 0.661 -2.153  0.11
20 H 0.818 1.919 -0.939  0.09
21 H -1.045 2.724 -2.307  0.07
22 H 0.073 -1.385 -2.203  0.12
23 H -1.315 1.707 0.384  0.12
24 H -1.517 -2.983 -1.105  0.11
25 H -2.784 0.131 1.529  0.12
26 H -3.059 -3.252 0.573  0.10
27 H -0.701 1.481 -3.548  0.07
28 H 0.476 2.738 -3.232  0.07



#x is the most stable structure; the next one sits 64.0 kcal/mol above it.



#w
The following is a quantum chemistry calculation of a single C2H4FN molecule, from the OMol25 dataset.

HOMO-LUMO gap   11.64 eV
SMILES string   [H]/N=C(/C)F
Lowest unoccupied orbital energy   1.016 eV

Last column: Löwdin charge in e.
CARTESIAN COORDINATES (ANGSTROEM)
1 C -0.247 0.282 -0.808  -0.53
2 C 0.063 -0.344 0.514  -0.02
3 N -0.010 1.468 -1.037  0.14
4 F -0.664 -0.584 -1.768  0.04
5 H 0.872 0.287 0.999  0.12
6 H 0.664 -1.146 0.310  0.04
7 H -0.934 -0.600 0.869  0.09
8 H -0.416 1.883 -1.975  0.12



#x
The following is a quantum chemistry calculation of a single C2H4FN molecule, from the OMol25 dataset.

HOMO-LUMO gap   11.88 eV
SMILES string   C/C=N/F
Lowest unoccupied orbital energy   1.041 eV

Last column: Löwdin charge in e.
CARTESIAN COORDINATES (ANGSTROEM)
1 C -0.377 -0.246 0.140  -0.19
2 C 0.998 0.310 -0.018  -0.07
3 N -1.373 0.504 -0.249  0.04
4 F -2.584 -0.227 -0.164  -0.14
5 H -0.657 -1.306 0.412  0.14
6 H 1.351 -0.450 -0.661  0.06
7 H 1.485 0.178 1.003  0.11
8 H 1.158 1.238 -0.464  0.06



#w is the most stable structure; the next one sits 40.3 kcal/mol above it.



#w
The following is a quantum chemistry calculation of a single C2H4FN molecule, from the OMol25 dataset.

HOMO-LUMO gap   11.59 eV
SMILES string   C/N=C/F
Lowest unoccupied orbital energy   1.163 eV

Last column: Löwdin charge in e.
CARTESIAN COORDINATES (ANGSTROEM)
1 C -1.209 -0.352 0.001  -0.27
2 C 1.006 0.349 0.000  -0.14
3 N -0.399 0.589 0.000  0.01
4 F -2.512 -0.101 -0.001  0.04
5 H -1.013 -1.433 0.001  0.14
6 H 1.429 0.834 -0.880  0.08
7 H 1.270 -0.716 -0.002  0.07
8 H 1.429 0.832 0.881  0.08



#x
The following is a quantum chemistry calculation of a molecular structure, C2H4FN, from the OMol25 dataset.

HOMO-LUMO gap   10.59 eV
Lowest unoccupied orbital energy   0.936 eV

Last column: Löwdin charge in e.
CARTESIAN COORDINATES (ANGSTROEM)
1 C 0.329 0.683 -0.136  -0.28
2 C -0.039 -0.712 0.217  0.05
3 N 1.454 0.300 0.650  0.02
4 F 2.341 -0.298 -0.223  -0.12
5 H 0.412 1.015 -1.126  0.09
6 H -0.352 1.356 0.499  0.14
7 H -0.759 -0.792 0.977  0.06
8 H 0.239 -1.467 -0.361  0.03



#w is the most stable structure; the next one sits 88.2 kcal/mol above it.